Record 1
{"formula": "C19H84N4O30", "method": "ωB97M-V/def2-TZVPD", "symbols": ["O", "H", "H", "C", "C", "H", "H", "H", "O", "H", "N", "H", "H", "O", "H", "H", "N", "H", "O", "O", "O", "O", "H", "H", "C", "C", "C", "C", "O", "C", "H", "H", "C", "H", "H", "O", "H", "O", "O", "C", "H", "H", "O", "H", "C", "H", "H", "H", "H", "H", "H", "H", "H", "O", "H", "O", "H", "H", "O", "H", "C", "C", "H", "H", "O", "O", "H", "H", "H", "O", "H", "H", "N", "H", "H", "H", "H", "H", "O", "H", "H", "H", "H", "H", "H", "C", "O", "O", "H", "H", "H", "H", "O", "H", "H", "C", "O", "C", "H", "H", "N", "H", "H", "H", "H", "O", "H", "H", "O", "H", "C", "O", "H", "C", "H", "H", "H", "H", "H", "H", "H", "H", "H", "H", "H", "O", "H", "O", "H", "C", "H", "O", "H", "O", "H", "H", "C"], "coordinates": [[3.25231, -2.40662, -6.02236], [-7.68964, -0.58325, 6.36539], [-0.73895, -2.29160, -6.08324], [0.45254, 0.84276, 1.66251], [-0.87077, -1.75165, 4.16944], [4.42357, -0.32197, -3.87870], [2.75193, 3.42955, -0.20919], [-0.94032, -2.28168, -2.24751], [1.62338, -1.12930, -3.53656], [9.61970, -2.92947, 1.20716], [0.05164, -2.69045, 4.72654], [-6.29316, 1.90694, 2.94246], [-2.19619, 1.09362, 1.41533], [-1.58214, -0.62428, -4.15777], [-9.94076, -2.66206, 5.98106], [0.16217, 1.60777, -1.94460], [-0.91860, -1.60485, -1.49640], [2.61593, -2.00413, -5.42120], [1.19443, -2.44003, 0.44619], [-4.15616, 2.12794, -4.99306], [0.53618, -0.79845, -6.94585], [-4.08192, 4.64413, 4.57302], [1.55280, 0.64624, -1.43027], [-1.26671, -0.71047, -1.80687], [-1.78926, -2.16838, -0.42852], [1.40116, -2.24644, 4.50615], [0.93969, 2.23658, -0.08494], [1.25611, -1.14407, 3.50537], [-5.68091, 2.47688, 6.10968], [-0.52950, 0.09791, 2.36001], [-0.21149, 1.43582, -6.52871], [5.02788, -0.56658, 0.85995], [1.78955, 3.41920, 0.30340], [-5.53937, 2.98948, 5.30205], [0.45187, 3.61968, -4.66151], [-1.13504, -3.06298, -5.66175], [0.98673, -0.62404, -4.05432], [-10.14049, -0.60963, 4.17844], [7.83001, -2.20181, -1.49952], [5.19108, -4.09960, 0.74623], [5.65416, 4.17158, 3.50215], [0.29123, 4.35187, -5.98304], [8.90630, -3.13083, 1.82012], [4.12801, -4.18022, 0.48646], [3.95690, -1.92834, 2.23380], [-5.70858, 0.82591, 4.34326], [5.98323, 4.65450, -2.27344], [-0.57761, -1.81777, -8.75738], [-6.65956, -1.84928, -1.15208], [6.56424, -2.46999, 1.19745], [7.80103, 3.66366, -3.55858], [-5.01221, 1.97443, -5.40429], [1.27018, 4.34915, 0.02516], [-1.76740, 2.47466, -3.21574], [4.54938, 3.24655, 3.98698], [4.74184, -0.14386, -4.76980], [4.79462, 4.41658, 1.12409], [0.67989, -0.25579, -7.73309], [8.41735, 3.30207, -4.20763], [1.13985, -1.34165, -2.72577], [1.14018, 1.66021, -1.45528], [-2.02743, 0.30540, 2.15218], [1.77488, 2.29432, -2.07777], [3.39334, -3.28486, -5.65546], [-5.09154, 0.39373, 3.73156], [-5.92040, -1.58670, -0.59430], [4.60913, -2.52129, 2.88016], [-7.65445, -1.90898, 7.89084], [-6.23520, -1.73893, 0.30346], [4.86535, 3.58800, 0.64544], [-1.18464, 0.13974, -4.58867], [-8.16689, -0.71489, 4.93705], [3.58710, -0.69188, 2.99543], [4.67941, 2.92409, 1.31202], [-6.30465, -2.60261, 7.94570], [-3.32141, 5.04901, 5.00060], [8.54372, -1.70325, -1.08971], [-1.49776, -1.27728, -9.84147], [-1.06989, -2.08513, -9.54128], [-3.76455, 2.84129, -5.50795], [0.65119, -1.91296, -0.16267], [9.33681, -3.61630, 2.53095], [-7.31772, 2.56519, 2.03191], [4.05982, 0.10238, 2.57682], [5.74272, -4.74132, 0.05460], [-2.77568, -1.11764, 0.12250], [-7.14526, -2.53586, 8.41080], [4.87760, 3.69024, 3.19570], [1.89650, 3.43309, 1.38996], [-2.12291, -1.91057, 1.99429], [-10.63559, -0.05624, 3.56626], [1.38736, -1.23119, -6.79374], [0.20503, 1.86935, -7.27767], [5.30920, -4.45821, 1.77132], [6.28675, 3.95681, -0.95716], [-0.09377, -0.83230, 3.24593], [2.37662, -2.71185, 5.04128], [-2.69762, -1.04060, 1.67679], [-4.84244, 2.02482, 6.24656], [-1.61104, -3.50986, -6.37009], [0.06868, 1.82216, 0.77741], [-2.57803, -0.12459, -0.29227], [2.57610, 1.09312, 1.40258], [-3.94327, 4.80549, 3.63394], [6.00331, -2.58651, -0.50467], [0.93217, 3.85408, -5.46444], [-2.06188, -1.07251, -4.86417], [-2.70680, 2.24021, -3.20940], [6.68853, 4.20090, -1.80122], [1.09930, -2.00225, 1.30743], [2.19595, -0.41836, 2.80665], [-6.62927, 2.77049, 2.67018], [4.01432, -0.42366, -5.33481], [1.79049, 0.54788, 1.92204], [-3.68681, -1.14822, 2.12622], [-1.51382, 2.46124, -2.28769], [-0.93991, 3.58534, -0.19920], [-4.95995, -0.47846, 4.11796], [-2.32962, -3.03682, -0.82153], [-3.78229, -1.47139, -0.11052], [-10.23912, -0.16372, 5.02837], [-2.07156, 4.17870, -1.04073], [3.07916, -2.52621, 2.00067], [7.92792, -2.02127, -2.44128], [8.65054, 2.44119, -3.85087], [-7.40356, -0.44389, 5.46122], [-8.91759, -3.32394, 6.89566], [-1.36378, 4.42149, -0.43470], [-0.10707, -3.61969, 4.35071], [5.70216, -2.65022, 0.54977], [3.83004, -1.65816, 0.12991], [-2.03831, -1.76148, 4.48718], [-1.11907, -2.53832, 0.35049], [-9.25008, -2.46090, 6.62220], [-2.45112, 0.62127, 3.10955], [0.97335, 2.30989, -6.89189], [4.63486, -1.59017, 0.87482]], "forces_ev_per_a": [[-0.3639, 0.2315, -0.2878], [-0.0257, 0.0716, 0.0338], [0.2234, 0.0241, -0.1095], [-1.4066, -0.0721, 0.5190], [-0.5446, -0.1607, 0.1499], [-0.0238, -0.0174, -0.0051], [-0.0655, -0.0640, 0.0970], [0.0998, 0.5423, -0.4784], [0.1601, 0.2052, -0.1705], [-0.0227, -0.0446, -0.0417], [0.2739, 0.1582, -0.1393], [0.1180, 0.0147, -0.2599], [-0.0282, -0.0644, 0.1180], [0.1670, 0.3217, -0.1713], [0.0133, 0.1522, -0.0569], [0.1775, -0.3300, 0.0615], [0.2378, -0.6891, 0.6110], [0.0010, -0.2429, 0.5702], [0.1261, 0.1468, 0.2510], [0.0841, 0.0766, -0.0178], [0.0705, -0.4912, -0.0200], [0.0622, 0.0264, -0.0952], [-0.0958, 0.0626, 0.2182], [-0.2213, -0.2498, -0.3980], [0.2884, 0.5952, -0.2628], [-0.1471, 0.2440, -0.6116], [0.3222, 1.2265, 0.4396], [-0.2384, 0.3272, -0.0941], [-0.0550, -0.1999, -0.2227], [-1.2415, 0.7334, -0.3018], [0.0309, -0.0107, 0.0246], [0.1532, -0.1683, 0.0598], [-0.3265, 0.0997, -0.3761], [0.0918, 0.2335, 0.1607], [-0.0171, 0.0113, 0.0080], [-0.2726, 0.0109, -0.0592], [-0.1364, -0.1048, 0.0389], [-0.0738, -0.0017, 0.2035], [0.3968, 0.1018, -0.3833], [-0.0272, 0.4079, -0.1951], [0.0477, -0.0585, -0.0565], [0.0252, -0.0013, -0.0319], [0.1297, 0.0208, 0.0496], [0.1263, 0.0157, -0.0116], [0.9984, 0.7165, 0.0837], [0.1013, -0.3509, 0.3551], [-0.0033, 0.0009, 0.0025], [0.0605, -0.0591, 0.0853], [0.0312, -0.0058, -0.0359], [0.1051, -0.1318, -0.2759], [0.0637, -0.0655, 0.1527], [-0.0236, -0.0473, 0.0739], [-0.0196, -0.1670, -0.0432], [-0.0690, 0.0761, 0.1149], [-0.0586, 0.0362, -0.0260], [-0.0377, 0.2492, 0.1424], [-0.0556, -0.0353, 0.1470], [-0.0185, 0.3543, 0.2418], [-0.0088, 0.0658, -0.0437], [-0.0901, -0.2089, 0.0271], [-0.4053, 0.3558, -0.2368], [0.3748, -1.1146, 0.2456], [0.0836, -0.1079, 0.1669], [0.0279, -0.0074, -0.0174], [-0.1370, 0.3182, -0.0362], [-0.2671, -0.0629, 0.0039], [0.0273, 0.0556, -0.1544], [-0.1300, -0.0278, 0.0537], [0.0563, 0.0510, 0.0267], [0.2119, 0.0913, -1.0911], [-0.2388, 0.1711, 0.0884], [0.0666, -0.0774, -0.1169], [-1.2136, 0.0381, -0.7770], [0.1941, 0.0643, 0.2069], [0.0291, 0.0032, 0.0582], [-0.0315, -0.0316, 0.0788], [-0.0585, 0.0260, 0.0655], [-0.0185, -0.0298, -0.0488], [-0.0339, 0.0711, 0.0692], [0.0195, -0.0047, 0.0133], [-0.0452, -0.0573, -0.1703], [-0.0560, -0.0051, 0.0298], [-0.0131, 0.0371, -0.0001], [0.3630, -0.2437, 0.0425], [-0.0252, -0.1588, 0.3013], [-0.0440, -1.0337, 1.0708], [0.2059, -0.1095, 0.0291], [-0.0439, -0.0491, 0.7785], [0.0483, 0.0144, -0.1014], [-0.0524, 0.2250, 0.2467], [0.0540, -0.0334, -0.0777], [-0.0338, -0.2056, -0.1819], [-0.0319, -0.0153, -0.4433], [0.0382, -0.0383, -0.1317], [-0.0603, -0.1844, 0.0736], [0.5097, -1.4149, 1.5467], [-0.6827, 0.1729, -0.5318], [0.0908, 0.9578, -0.5178], [0.0345, 0.0597, 0.0160], [0.0760, -0.0497, -0.0088], [1.5060, -1.1200, -0.8478], [-0.1818, -0.1777, -0.1915], [-0.1085, -0.0771, -0.0864], [-0.0968, -0.0779, -0.0286], [-0.0108, 0.3309, 0.6487], [0.0302, 0.0951, 0.2188], [0.0535, -0.2588, 0.1277], [0.0254, -0.1148, -0.3015], [-0.0609, 0.1324, -0.0818], [0.0158, -0.1249, -0.3119], [1.5411, -0.5452, 1.0921], [-0.0145, -0.0323, 0.0543], [0.2682, -0.1650, -0.0292], [0.3048, 0.8164, -0.6589], [0.0691, 0.2053, -0.0769], [-0.0181, 0.0152, -0.0202], [-0.3153, 0.0815, 0.3307], [-0.0547, -0.0052, 0.0207], [-0.0012, 0.1330, 0.0547], [0.2056, 0.5678, -0.3989], [-0.0207, 0.0154, -0.0099], [-0.0583, 0.1483, 0.0340], [-0.0615, 0.0343, 0.3501], [-0.0304, -0.0279, -0.0075], [-0.0256, -0.0229, -0.0165], [0.1423, 0.1094, -0.1731], [0.1174, 0.0946, 0.1509], [0.1366, -0.1589, -0.2025], [-0.1182, -0.2309, 0.7176], [-0.5413, -0.0912, -0.2270], [0.1919, 0.2450, -0.0695], [0.6414, 0.1917, -0.5551], [-0.3396, -0.0285, 0.0989], [-0.3215, -0.2107, -0.1475], [-0.1220, -0.0152, -0.1770], [-0.1345, 0.1530, 0.1124], [-0.5704, -1.0513, 0.2807]], "e_homo_ev": -7.85, "gap_ev": 7.140, "total_charge": 0}

Record 2
{"formula": "C19H8ClN4O4ReS2", "method": "ωB97M-V/def2-TZVPD", "symbols": ["H", "C", "C", "C", "N", "S", "Cl", "C", "H", "H", "C", "C", "O", "C", "C", "C", "O", "N", "H", "C", "N", "O", "H", "C", "H", "O", "H", "S", "N", "C", "C", "C", "Re", "C", "C", "C", "C", "C", "H"], "coordinates": [[2.85065, -3.07219, -2.13138], [-4.63157, -3.09800, -2.12797], [2.64528, -1.19631, -1.13344], [-4.15842, -2.12623, -1.19086], [2.36550, 0.84953, 0.16832], [-0.73806, -1.31156, 0.70654], [4.52774, 1.52105, -1.22503], [2.79260, -3.31203, 0.00254], [1.82719, 5.30739, 0.75269], [-2.17920, -2.92581, -1.14816], [-3.28173, -0.27863, 0.71054], [3.14732, 4.41290, -0.36802], [-0.39479, 2.70591, 2.16496], [-4.60256, -0.22615, 0.24877], [-2.38995, -1.24485, 0.17980], [-5.03689, -1.11978, -0.70557], [4.06281, 4.45545, -1.14018], [-5.01656, -3.89345, -2.86121], [2.89719, -4.38765, -0.03800], [-6.36013, -1.02159, -1.23895], [1.35711, 1.38827, 0.87824], [0.50225, 4.70661, 1.68071], [2.61439, -0.61800, -2.04640], [2.67950, -2.67183, 1.22857], [2.48222, -0.78223, 2.23745], [2.57582, 5.47585, 0.14250], [-5.27731, 0.52476, 0.63723], [-2.76901, 0.80980, 1.95247], [-7.41079, -0.93170, -1.69345], [2.77457, -2.57548, -1.17392], [2.60026, 3.06895, 0.04666], [2.52638, -0.56985, 0.09783], [-0.49766, 0.78472, 1.64488], [2.54206, -1.29472, 1.28388], [1.49861, 2.72944, 0.81633], [-2.85219, -2.17601, -0.75466], [3.13185, 1.83058, -0.35407], [0.47713, 3.50535, 1.60380], [2.71838, -3.24248, 2.14658]], "forces_ev_per_a": [[0.0340, -0.0089, 0.0102], [-0.0905, -0.1331, -0.1499], [-0.1573, 0.1566, 0.0102], [0.2507, 0.0647, 0.1651], [0.1519, 0.0534, -0.3732], [-0.3500, -0.1610, -0.2498], [-0.0333, -0.1506, -0.0054], [-0.0137, 0.0020, -0.0358], [-0.0542, -0.1347, 0.0196], [-0.0207, -0.0172, 0.0113], [0.2387, -0.0075, 0.2104], [0.1854, -0.4542, -0.1103], [-0.2805, -0.0197, 0.1747], [-0.2474, -0.0579, -0.0995], [0.3267, 0.1696, 0.2614], [0.2439, 0.0982, 0.1462], [-0.0758, 0.0668, 0.0615], [0.0596, 0.0507, 0.0207], [0.0138, 0.0035, 0.0126], [-0.2302, -0.0023, -0.0373], [0.0543, 0.4242, 0.0506], [-0.1560, -0.2425, 0.1574], [0.0185, 0.0145, -0.0186], [-0.0064, -0.0570, 0.0500], [0.0445, -0.0053, -0.0034], [0.0238, 0.4990, 0.0140], [-0.0117, 0.0049, -0.0400], [-0.3640, -0.1525, -0.2326], [0.0501, 0.0018, 0.0610], [-0.0249, -0.0129, 0.0093], [-0.1394, 0.0247, -0.0534], [0.0693, -0.3840, 0.0322], [-0.0634, -0.0827, 0.2381], [0.0826, 0.1928, -0.0060], [0.2044, -0.0958, 0.0287], [-0.2065, -0.1544, -0.2250], [-0.1007, 0.1957, 0.3305], [0.6073, 0.3086, -0.4297], [-0.0331, 0.0026, -0.0060]], "e_homo_ev": [-12.64, -13.11], "gap_ev": [5.402, 6.958], "total_charge": 1, "multiplicity": 4}